1.
An isolated ion of composition C6H8NO6S2 and charge -1, computed with wB97M-V/def2-TZVPD.

Calculated total energy in eV: -41798.367
Gap between HOMO and LUMO in eV: 7.7
Net charge: -1

Element x y z (Å)
C -1.444 -0.743 1.427
C -2.658 -0.806 0.835
C -0.491 0.149 0.672
C -2.732 -0.067 -0.412
C -1.414 0.382 -0.587
C 1.154 -0.124 0.829
N -0.956 1.184 -1.590
O 1.599 -1.029 -1.613
O 1.795 1.391 -1.212
O 2.974 -1.937 0.224
O 0.648 -2.574 -0.020
O 1.409 2.462 0.937
O 3.429 1.145 0.571
S 1.643 -1.540 -0.136
S 2.039 1.348 0.257
H -1.176 -1.217 2.353
H -3.494 -1.353 1.246
H -0.530 1.146 1.146
H 1.374 -0.297 1.871
H -3.535 0.003 -1.111
H -1.464 1.174 -2.456
H 0.049 1.326 -1.636
H 1.779 -0.021 -1.595

Partial charges, Löwdin, in e: atom 1 (C): -0.1216, atom 2 (C): -0.1383, atom 3 (C): -0.1775, atom 4 (C): -0.0546, atom 5 (C): -0.2594, atom 6 (C): -0.2880, atom 7 (N): 0.1191, atom 8 (O): -0.1813, atom 9 (O): -0.3548, atom 10 (O): -0.2908, atom 11 (O): -0.2877, atom 12 (O): -0.3192, atom 13 (O): -0.3045, atom 14 (S): 0.5469, atom 15 (S): 0.4482, atom 16 (H): 0.0917, atom 17 (H): 0.0868, atom 18 (H): 0.1394, atom 19 (H): 0.1209, atom 20 (H): 0.0759, atom 21 (H): 0.0950, atom 22 (H): 0.0457, atom 23 (H): 0.0079

***

2.
A 10-piece molecular cluster, C24H74N6O10 overall, computed with wB97M-V/def2-TZVPD.

Calculated total energy in eV: -55501.164
Gap between HOMO and LUMO in eV: 9.2
Net charge: 0

Element x y z (Å)
C 2.218 -1.589 -2.335
C 1.771 -2.869 -3.029
C 1.837 -2.760 -4.518
O 0.952 -1.732 -4.932
C 1.201 -1.247 -6.243
N 2.505 -4.094 -2.610
H 2.410 -1.766 -1.271
H 1.507 -0.762 -2.398
H 3.190 -1.231 -2.705
H 0.730 -3.090 -2.748
H 1.468 -3.691 -4.968
H 2.852 -2.512 -4.859
H 0.479 -0.439 -6.383
H 0.969 -2.007 -7.009
H 2.232 -0.903 -6.382
H 2.726 -4.120 -1.611
H 3.410 -4.097 -3.093
C 0.049 -2.721 2.478
C 1.262 -3.608 2.212
C 1.319 -4.022 0.773
O 2.505 -4.633 0.414
C 2.710 -5.861 1.041
N 2.516 -2.914 2.615
H 0.087 -1.807 1.880
H -0.038 -2.482 3.541
H -0.872 -3.283 2.280
H 1.109 -4.524 2.811
H 1.156 -3.167 0.116
H 0.513 -4.744 0.581
H 3.371 -6.484 0.423
H 1.793 -6.487 1.004
H 3.109 -5.813 2.057
H 3.264 -3.619 2.614
H 2.416 -2.714 3.616
C -2.338 -0.501 2.598
C -3.780 -0.049 2.430
C -4.050 1.252 3.091
O -5.443 1.394 3.205
C -5.802 2.622 3.772
N -4.092 0.115 0.984
H -2.101 -0.661 3.649
H -1.636 0.215 2.161
H -2.174 -1.408 2.004
H -4.490 -0.791 2.821
H -3.637 2.073 2.475
H -3.509 1.364 4.046
H -5.464 3.465 3.157
H -5.458 2.682 4.813
H -6.893 2.686 3.811
H -5.034 0.470 0.861
H -3.981 -0.739 0.458
C 1.616 0.118 4.482
C 0.523 1.178 4.439
C -0.537 0.998 5.514
O -1.681 1.715 5.216
C -2.717 1.427 6.115
N 1.208 2.501 4.703
H 1.248 -0.799 4.968
H 2.460 0.402 5.111
H 1.969 -0.068 3.469
H 0.031 1.206 3.456
H -0.092 1.306 6.476
H -0.727 -0.094 5.602
H -2.436 1.754 7.139
H -2.851 0.336 6.249
H -3.638 1.891 5.798
H 0.540 3.274 4.595
H 1.802 2.622 3.876
C 3.818 5.585 -3.287
C 2.993 4.929 -4.339
C 1.983 3.993 -3.719
O 2.582 3.150 -2.786
C 1.650 2.424 -2.029
N 2.349 5.982 -5.107
H 4.527 4.912 -2.794
H 3.197 5.907 -2.437
H 4.352 6.431 -3.707
H 3.702 4.405 -4.978
H 1.570 3.326 -4.500
H 1.165 4.622 -3.333
H 1.073 1.754 -2.682
H 0.933 3.036 -1.461
H 2.193 1.814 -1.312
H 1.730 5.539 -5.801
H 1.668 6.452 -4.497
C -1.600 1.108 -3.708
C -2.034 -0.340 -3.829
C -1.812 -1.045 -2.519
O -2.186 -2.381 -2.666
C -2.413 -2.977 -1.486
N -3.491 -0.370 -4.181
H -1.919 1.689 -4.571
H -0.519 1.198 -3.594
H -2.079 1.555 -2.830
H -1.535 -0.921 -4.608
H -2.411 -0.523 -1.741
H -0.786 -0.949 -2.116
H -3.155 -2.414 -0.881
H -1.521 -3.107 -0.871
H -2.910 -3.938 -1.633
H -4.033 0.049 -3.415
H -3.816 -1.346 -4.149
O 1.702 2.608 1.629
H 1.230 3.404 1.324
H 2.641 2.816 1.504
O 0.319 0.577 0.215
H 0.965 -0.062 -0.124
H 0.822 1.121 0.876
O -1.897 2.460 0.625
H -1.115 1.983 0.303
H -2.558 1.754 0.764
O 2.807 -0.681 0.862
H 2.673 -1.469 1.480
H 3.583 -0.222 1.207

Atomic partial charges in e from the Löwdin method, atoms 1 to 99: atom 1 (C): -0.0509, atom 2 (C): -0.4267, atom 3 (C): -0.2193, atom 4 (O): -0.2096, atom 5 (C): -0.1002, atom 6 (N): 0.0495, atom 7 (H): 0.0430, atom 8 (H): 0.0535, atom 9 (H): 0.0938, atom 10 (H): 0.1315, atom 11 (H): 0.1337, atom 12 (H): 0.1279, atom 13 (H): 0.0840, atom 14 (H): 0.0904, atom 15 (H): 0.0869, atom 16 (H): 0.0416, atom 17 (H): 0.0719, atom 18 (C): -0.0622, atom 19 (C): -0.4179, atom 20 (C): -0.2358, atom 21 (O): -0.1978, atom 22 (C): -0.1111, atom 23 (N): 0.0536, atom 24 (H): 0.0710, atom 25 (H): 0.0765, atom 26 (H): 0.0875, atom 27 (H): 0.1377, atom 28 (H): 0.1192, atom 29 (H): 0.1363, atom 30 (H): 0.0978, atom 31 (H): 0.1045, atom 32 (H): 0.0853, atom 33 (H): 0.0880, atom 34 (H): 0.0889, atom 35 (C): -0.0446, atom 36 (C): -0.4037, atom 37 (C): -0.2277, atom 38 (O): -0.1703, atom 39 (C): -0.1102, atom 40 (N): 0.0539, atom 41 (H): 0.0784, atom 42 (H): 0.0631, atom 43 (H): 0.0620, atom 44 (H): 0.1428, atom 45 (H): 0.1299, atom 46 (H): 0.0852, atom 47 (H): 0.0961, atom 48 (H): 0.0785, atom 49 (H): 0.0889, atom 50 (H): 0.0826, atom 51 (H): 0.0487, atom 52 (C): -0.0601, atom 53 (C): -0.4005, atom 54 (C): -0.2528, atom 55 (O): -0.1822, atom 56 (C): -0.1175, atom 57 (N): 0.0299, atom 58 (H): 0.0657, atom 59 (H): 0.0808, atom 60 (H): 0.0546, atom 61 (H): 0.1197, atom 62 (H): 0.1371, atom 63 (H): 0.1163, atom 64 (H): 0.1016, atom 65 (H): 0.1015, atom 66 (H): 0.0614, atom 67 (H): 0.0751, atom 68 (H): 0.0362, atom 69 (C): -0.0807, atom 70 (C): -0.4763, atom 71 (C): -0.2385, atom 72 (O): -0.1730, atom 73 (C): -0.1091, atom 74 (N): 0.0267, atom 75 (H): 0.0795, atom 76 (H): 0.0867, atom 77 (H): 0.0788, atom 78 (H): 0.1426, atom 79 (H): 0.1328, atom 80 (H): 0.1302, atom 81 (H): 0.0618, atom 82 (H): 0.0938, atom 83 (H): 0.0762, atom 84 (H): 0.0790, atom 85 (H): 0.0782, atom 86 (C): -0.0492, atom 87 (C): -0.4137, atom 88 (C): -0.2277, atom 89 (O): -0.1602, atom 90 (C): -0.1548, atom 91 (N): 0.0346, atom 92 (H): 0.0791, atom 93 (H): 0.0460, atom 94 (H): 0.0858, atom 95 (H): 0.1276, atom 96 (H): 0.1240, atom 97 (H): 0.1188, atom 98 (H): 0.0803, atom 99 (H): 0.0799

***

3.
C4H7NO as an isolated structure, computed with wB97M-V/def2-TZVPD.

Calculated total energy in eV: -7794.413
Gap between HOMO and LUMO in eV: 8.1
Net charge: 0

Element x y z (Å)
C -1.136 -0.333 1.577
C -0.185 -0.142 0.444
N 1.052 -0.597 0.365
C 1.382 -0.146 -0.951
C 0.077 0.409 -1.449
O -0.892 -0.327 -0.893
H -1.984 0.351 1.501
H -0.602 -0.166 2.514
H -1.509 -1.361 1.548
H 2.229 0.551 -0.936
H 1.622 -0.951 -1.664
H -0.104 0.773 -2.464
H -0.012 1.141 0.092

Partial charges, Löwdin, in e: atom 1 (C): -0.0082, atom 2 (C): -0.5073, atom 3 (N): 0.0629, atom 4 (C): -0.2375, atom 5 (C): -0.1282, atom 6 (O): -0.0416, atom 7 (H): 0.0867, atom 8 (H): 0.0879, atom 9 (H): 0.0916, atom 10 (H): 0.1326, atom 11 (H): 0.1419, atom 12 (H): 0.1293, atom 13 (H): 0.1898

***

4.
A 17-piece molecular cluster, C33H107N17O17 overall, computed with wB97M-V/def2-TZVPD.

Calculated total energy in eV: -96084.238
Gap between HOMO and LUMO (spin up / spin down) in eV: 8.6 / 2.5
Net charge: +1
2S+1: 2

Element x y z (Å)
C -4.546 0.982 4.876
O -4.434 0.103 5.752
N -4.104 0.970 3.671
N -5.176 2.060 5.163
H -3.681 0.106 3.365
H -4.449 1.703 3.069
H -5.582 2.248 6.069
H -5.281 2.751 4.433
C 1.443 5.169 -1.344
O 2.414 5.506 -0.693
N 0.258 4.803 -0.896
N 1.383 5.073 -2.653
H 0.180 4.784 0.110
H -0.392 4.314 -1.494
H 0.505 5.103 -3.151
H 2.175 5.342 -3.220
C 6.695 0.283 -1.952
O 7.325 -0.249 -2.847
N 5.762 -0.272 -1.327
N 6.949 1.480 -1.509
H 5.480 -1.213 -1.565
H 5.057 0.344 -0.948
H 7.673 1.968 -2.017
H 6.440 1.736 -0.675
C 6.034 3.794 0.568
O 6.710 4.470 -0.183
N 4.767 3.857 0.755
N 6.537 2.877 1.284
H 4.213 3.163 1.237
H 4.286 4.491 0.134
H 5.858 2.285 1.741
H 7.519 2.659 1.371
C 5.655 -2.174 1.644
O 4.645 -1.720 1.055
N 6.668 -1.527 2.177
N 5.890 -3.410 1.758
H 6.513 -0.559 2.424
H 7.229 -2.089 2.801
H 5.297 -3.984 1.175
H 6.872 -3.641 1.816
C 3.655 -2.096 4.620
C 2.346 -2.376 3.928
C 2.066 -3.886 3.605
O 0.756 -4.128 2.947
C 0.509 -5.506 2.552
N 1.294 -1.783 4.656
H 3.643 -2.407 5.664
H 3.792 -1.016 4.676
H 4.416 -2.672 4.095
H 2.399 -1.783 3.015
H 2.090 -4.473 4.524
H 2.875 -4.294 2.999
H -0.544 -5.605 2.287
H 0.602 -6.284 3.310
H 1.109 -5.912 1.737
H 1.049 -0.847 4.367
H 0.472 -2.330 4.443
C 1.696 1.849 0.269
C 1.536 0.327 0.570
C 0.147 -0.241 0.169
O -0.905 0.398 0.914
C -1.893 1.164 0.250
N 2.607 -0.414 -0.213
H 1.800 2.051 -0.797
H 2.567 2.192 0.828
H 0.939 2.471 0.746
H 1.836 0.149 1.603
H 0.050 -1.284 0.470
H -0.005 -0.318 -0.908
H -1.513 1.916 -0.441
H -2.586 1.579 0.983
H -2.608 0.575 -0.325
H 3.065 -1.110 0.357
H 2.317 -0.886 -1.058
C -2.987 4.708 -2.018
C -2.173 3.959 -3.093
C -3.159 2.940 -3.810
O -3.549 1.965 -2.735
C -4.073 0.711 -3.243
N -1.497 4.868 -4.040
H -3.307 4.034 -1.223
H -3.997 5.009 -2.295
H -2.340 5.485 -1.610
H -1.314 3.450 -2.656
H -2.811 2.378 -4.676
H -4.033 3.490 -4.157
H -4.342 0.034 -2.433
H -3.304 0.215 -3.836
H -4.844 0.687 -4.014
H -1.173 4.532 -4.936
H -2.126 5.623 -4.275
C 0.046 1.097 -3.986
C 0.017 -0.258 -4.714
C -0.832 -0.230 -5.979
O -2.171 -0.087 -5.599
C -3.124 0.091 -6.633
N 1.436 -0.492 -5.060
H -0.963 1.449 -3.774
H 0.461 1.819 -4.690
H 0.667 1.045 -3.092
H -0.285 -1.005 -3.980
H -0.673 -1.137 -6.562
H -0.472 0.616 -6.564
H -3.008 1.143 -6.895
H -4.061 -0.361 -6.307
H -2.652 -0.489 -7.425
H 1.409 -1.005 -5.930
H 1.776 0.406 -5.373
C -7.339 5.463 3.489
C -7.901 4.209 2.987
C -7.059 3.531 1.889
O -5.654 3.324 2.245
C -4.707 4.147 1.461
N -8.122 3.501 4.217
H -7.631 5.777 4.491
H -7.433 6.326 2.830
H -6.265 5.324 3.612
H -8.937 4.362 2.683
H -7.140 4.151 0.996
H -7.471 2.579 1.552
H -4.777 5.209 1.695
H -4.853 3.992 0.392
H -3.702 3.903 1.806
H -8.419 2.553 4.035
H -7.230 3.410 4.682
C 5.248 -8.617 1.883
C 5.304 -7.189 1.488
C 3.976 -6.598 0.856
O 4.257 -5.178 0.535
C 3.194 -4.482 -0.077
N 5.616 -6.355 2.690
H 5.076 -9.397 1.141
H 4.357 -8.697 2.506
H 6.040 -8.962 2.548
H 6.145 -7.129 0.797
H 3.201 -6.664 1.620
H 3.572 -7.165 0.018
H 2.995 -4.886 -1.070
H 3.557 -3.473 -0.273
H 2.305 -4.419 0.551
H 4.872 -6.518 3.352
H 5.435 -5.394 2.438
C -3.410 -2.669 -4.103
C -4.407 -3.509 -3.311
C -4.970 -2.837 -1.988
O -3.968 -2.355 -1.155
C -4.417 -1.748 0.057
N -5.472 -3.773 -4.267
H -2.746 -2.090 -3.462
H -3.838 -1.873 -4.713
H -2.845 -3.308 -4.782
H -3.940 -4.447 -3.012
H -5.606 -3.623 -1.582
H -5.704 -2.051 -2.162
H -3.586 -1.512 0.722
H -5.066 -2.445 0.586
H -4.996 -0.838 -0.100
H -6.167 -3.049 -4.377
H -5.090 -3.799 -5.202
O -0.315 0.280 3.511
H -0.394 0.154 2.566
H -1.052 -0.207 3.880
O -1.238 4.226 1.391
H -1.070 3.565 2.062
H -1.066 5.060 1.827
O 2.180 -2.186 -2.365
H 1.586 -2.011 -3.095
H 3.005 -2.434 -2.781
O 4.701 0.828 1.943
H 4.329 0.246 1.280
H 4.016 0.903 2.607
O 2.369 1.094 4.059
H 2.300 1.512 4.917
H 1.462 0.963 3.783

Atomic partial charges in e from the Löwdin method, atoms 1 to 99: atom 1 (C): -0.7901, atom 2 (O): 0.0002, atom 3 (N): 0.1854, atom 4 (N): 0.1684, atom 5 (H): 0.1156, atom 6 (H): 0.0811, atom 7 (H): 0.1335, atom 8 (H): 0.0771, atom 9 (C): -0.7466, atom 10 (O): 0.0384, atom 11 (N): 0.1692, atom 12 (N): 0.1599, atom 13 (H): 0.0725, atom 14 (H): 0.0573, atom 15 (H): 0.0598, atom 16 (H): 0.1171, atom 17 (C): -0.7342, atom 18 (O): 0.2058, atom 19 (N): 0.2298, atom 20 (N): 0.2369, atom 21 (H): 0.1382, atom 22 (H): 0.1152, atom 23 (H): 0.1497, atom 24 (H): 0.0930, atom 25 (C): -0.8529, atom 26 (O): 0.0380, atom 27 (N): 0.1986, atom 28 (N): 0.1538, atom 29 (H): 0.0784, atom 30 (H): 0.0939, atom 31 (H): 0.0610, atom 32 (H): 0.1361, atom 33 (C): -0.7107, atom 34 (O): -0.0505, atom 35 (N): 0.1932, atom 36 (N): 0.1814, atom 37 (H): 0.1010, atom 38 (H): 0.1248, atom 39 (H): 0.0698, atom 40 (H): 0.1420, atom 41 (C): -0.0539, atom 42 (C): -0.4593, atom 43 (C): -0.1166, atom 44 (O): -0.1988, atom 45 (C): -0.1017, atom 46 (N): 0.0496, atom 47 (H): 0.0852, atom 48 (H): 0.0677, atom 49 (H): 0.0623, atom 50 (H): 0.1112, atom 51 (H): 0.1277, atom 52 (H): 0.0975, atom 53 (H): 0.0869, atom 54 (H): 0.0847, atom 55 (H): 0.0528, atom 56 (H): 0.0178, atom 57 (H): 0.0689, atom 58 (C): -0.0072, atom 59 (C): -0.2853, atom 60 (C): -0.1245, atom 61 (O): -0.2185, atom 62 (C): -0.0644, atom 63 (N): 0.2068, atom 64 (H): 0.0862, atom 65 (H): 0.0464, atom 66 (H): 0.0699, atom 67 (H): 0.1106, atom 68 (H): 0.1355, atom 69 (H): 0.1260, atom 70 (H): 0.0857, atom 71 (H): 0.0850, atom 72 (H): 0.0737, atom 73 (H): 0.0404, atom 74 (H): 0.0459, atom 75 (C): -0.0467, atom 76 (C): -0.4051, atom 77 (C): -0.1196, atom 78 (O): -0.2044, atom 79 (C): -0.0877, atom 80 (N): 0.0380, atom 81 (H): 0.0513, atom 82 (H): 0.0881, atom 83 (H): 0.0793, atom 84 (H): 0.0852, atom 85 (H): 0.0927, atom 86 (H): 0.1193, atom 87 (H): 0.0692, atom 88 (H): 0.0424, atom 89 (H): 0.0898, atom 90 (H): 0.0798, atom 91 (H): 0.0812, atom 92 (C): -0.0386, atom 93 (C): -0.4084, atom 94 (C): -0.2046, atom 95 (O): -0.2689, atom 96 (C): -0.0595, atom 97 (N): 0.0381, atom 98 (H): 0.0556, atom 99 (H): 0.0847

***

Number 1: maximum force 3.66 eV Å⁻¹. Number 2: maximum force 2.76 eV Å⁻¹. Number 3: maximum force 0.43 eV Å⁻¹. Number 4: maximum force 7.23 eV Å⁻¹.